The following is a DFT calculation (the ωB97M-V functional and the def2-TZVPD basis) of an isolated molecule of C21H27N5O3.

```
56
Properties=species:S:1:pos:R:3:forces:R:3:nbo_charge:R:1
C 3.219841 -4.583332 2.436056 0.00 0.02 -0.03 -0.658
C 2.574186 -3.652888 1.461535 -0.04 0.10 -0.21 0.292
N 1.770497 -2.729667 1.974324 -0.07 0.07 0.45 -0.476
C 1.168524 -1.902195 1.135427 0.05 -0.11 -0.32 0.428
N 1.299359 -1.920484 -0.178781 -0.16 0.30 -0.04 -0.497
C 2.105303 -2.833410 -0.712433 0.20 -0.21 0.23 0.283
C 2.796166 -3.746648 0.082500 -0.24 0.22 0.07 -0.127
C 3.697183 -4.791311 -0.505755 0.14 -0.01 -0.09 -0.422
C 4.052076 -4.491320 -1.959865 -0.16 -0.22 0.01 -0.391
C 2.795073 -4.123648 -2.740481 0.20 0.20 -0.03 -0.394
C 2.231892 -2.813134 -2.204199 0.00 -0.20 -0.17 -0.446
H 2.895312 -1.984887 -2.471436 -0.03 0.03 -0.03 0.224
H 1.255130 -2.586308 -2.634090 0.03 0.06 0.05 0.237
H 2.053265 -4.917780 -2.629537 -0.04 -0.05 -0.05 0.198
H 3.022250 -4.021233 -3.802819 -0.06 -0.05 0.00 0.214
H 4.756211 -3.657128 -2.000410 0.07 0.01 -0.03 0.198
H 4.537952 -5.362206 -2.403824 0.06 0.05 0.01 0.212
H 3.188092 -5.759650 -0.445413 0.09 -0.06 0.01 0.212
H 4.608612 -4.870141 0.092036 -0.04 -0.08 0.01 0.218
C 0.274156 -0.847698 1.723384 -0.14 0.12 0.29 -0.273
N -0.507850 -0.200631 0.702400 0.42 -0.11 -0.01 -0.625
C -1.832123 0.006321 0.822777 -0.01 0.17 -0.52 0.689
O -2.455458 -0.203785 1.846161 -0.29 -0.05 0.41 -0.651
C -2.447485 0.602791 -0.431314 0.01 -0.05 0.17 -0.509
H -3.533807 0.582138 -0.356439 0.07 -0.03 0.06 0.242
H -2.137787 0.001370 -1.287186 -0.01 0.02 0.04 0.248
C -1.981324 2.062219 -0.637665 0.10 -0.22 0.00 -0.140
N -3.070930 2.984467 -0.368520 -0.09 0.10 -0.24 -0.438
C -2.833275 4.282272 -0.962847 -0.01 0.01 -0.37 -0.229
C -2.846119 4.109469 -2.476107 -0.29 0.22 0.33 -0.214
N -1.816512 3.165274 -2.832569 0.04 0.23 -0.42 -0.607
C -1.387585 2.169129 -2.040547 -0.01 0.14 0.08 0.688
O -0.535362 1.381467 -2.409324 0.21 -0.34 0.08 -0.646
H -1.436601 3.186382 -3.768226 0.05 -0.12 0.14 0.407
H -2.648446 5.061216 -2.975734 0.00 -0.07 0.05 0.202
H -3.830292 3.740435 -2.790864 0.06 0.14 0.05 0.193
H -3.637227 4.956317 -0.662390 0.02 0.03 0.00 0.208
H -1.868985 4.722780 -0.655747 -0.09 0.03 0.00 0.179
C -3.414164 3.054038 1.051320 0.00 -0.07 0.08 -0.246
C -2.343292 3.631876 1.924697 0.29 -0.46 0.25 -0.147
C -1.426307 2.938752 2.660678 -0.73 -0.04 -0.49 0.092
O -0.588306 3.775229 3.295889 0.40 -0.09 0.30 -0.395
C -0.958210 5.024429 2.969573 -0.46 0.55 -0.40 0.091
C -2.027131 5.004847 2.130477 0.44 0.08 0.35 -0.316
H -2.537521 5.852890 1.721050 -0.07 0.24 -0.06 0.223
H -0.392354 5.831756 3.390751 0.13 0.03 0.12 0.202
H -1.304201 1.886698 2.824055 0.09 -0.21 0.10 0.222
H -4.322232 3.658420 1.127837 0.00 -0.10 0.05 0.206
H -3.637175 2.043520 1.395010 -0.12 0.02 0.01 0.238
H -1.124395 2.260394 0.037392 -0.10 -0.01 -0.20 0.216
H -0.064308 -0.122273 -0.204170 -0.16 0.02 -0.06 0.438
H -0.405106 -1.294220 2.455801 0.15 0.07 -0.08 0.252
H 0.903896 -0.119013 2.253286 -0.07 -0.14 0.03 0.210
H 2.988296 -5.617055 2.185243 0.06 -0.12 0.01 0.223
H 2.856215 -4.360469 3.434447 0.00 -0.02 0.02 0.241
H 4.302381 -4.464379 2.414585 0.10 -0.07 0.01 0.224
```
Positions in Å, forces in eV/Å.

Its HOMO-LUMO gap is 9.4 eV. As for the SMILES: Cc1nc(CNC(=O)C[C@H]2C(=O)NCCN2Cc2ccoc2)nc2c1CCCC2. The calculation puts the relative energy (zero: lowest compared OMol25 entry of this formula, charge and spin) at 23.2 kcal/mol. The spin multiplicity is 1.

***

The following is a DFT calculation (the ωB97M-V functional and the def2-TZVPD basis) of a structure of composition C27H35N5O3P2Sn.

```
73
Properties=species:S:1:pos:R:3:forces:R:3:lowdin_charge:R:1
Sn 5.628487 -0.416835 2.095379 -0.11 -0.71 1.19 1.192
C 2.365935 -4.306665 2.204093 -0.43 0.10 -1.16 -0.118
C 2.056081 -3.604015 1.101909 0.87 -0.06 1.02 -0.099
C 1.088272 -2.470193 0.927655 -0.26 0.44 -0.99 -0.221
C 1.366633 -1.116585 1.624882 -0.34 -0.11 -0.18 -0.179
C 1.253082 -1.033088 3.117656 0.89 -0.56 0.56 -0.121
C 1.018699 -2.035392 3.977251 0.04 0.75 0.04 -0.100
C 0.456051 -3.383754 3.675939 0.18 -0.98 -0.24 -0.193
C 1.509036 -4.493607 3.411085 -0.13 0.20 0.40 -0.182
C 4.962943 -0.100343 4.183532 0.22 0.74 -0.49 -0.338
H 3.239244 -4.950845 2.136168 -0.15 -0.06 0.04 0.096
H 2.674308 -3.762865 0.216415 0.13 0.04 0.33 0.102
H 0.033326 -2.743020 1.060292 0.27 0.04 -0.09 0.100
H 1.209008 -2.243447 -0.143638 -0.22 -0.01 0.39 0.078
H 2.386369 -0.787293 1.346410 -0.21 -0.11 0.12 0.096
H 0.696825 -0.360717 1.178173 0.13 -0.16 -0.03 0.093
H 1.623584 -0.083436 3.525921 -0.17 -0.32 -0.02 0.096
H 1.237286 -1.870150 5.037285 -0.23 0.21 -0.26 0.106
H -0.186270 -3.360106 2.789246 -0.06 0.05 0.57 0.095
H -0.139037 -3.728654 4.538954 0.04 0.25 -0.38 0.114
H 2.125914 -4.685619 4.306484 -0.22 0.09 -0.29 0.114
H 0.943291 -5.415120 3.189509 0.18 0.09 0.38 0.118
H 5.710816 -0.558904 4.851353 -0.42 0.14 -0.20 -0.006
H 3.942012 -0.471801 4.378188 0.51 0.00 -0.15 -0.017
H 4.982105 0.993358 4.314798 -0.09 -0.30 0.33 -0.027
P -1.203314 2.520834 -0.351203 -2.61 2.02 0.04 1.085
P -0.267630 0.439263 -2.847418 -2.31 -1.46 -1.59 1.072
N -2.403204 2.525249 0.934702 0.05 -0.73 0.83 -0.285
N -1.409122 4.278755 -0.688352 0.95 0.24 -0.53 -0.258
N -1.354136 -0.953129 -2.563823 0.07 -0.02 1.21 -0.259
N -0.015915 0.067399 -4.555638 0.95 0.60 -0.57 -0.278
C -2.386679 1.934405 -1.687102 0.43 -0.21 0.00 -0.395
C -1.672308 1.667926 -3.023946 0.44 0.10 0.08 -0.398
C -2.130164 1.978812 2.198853 -1.07 0.31 -0.01 -0.149
C -3.280018 2.063479 2.978991 0.59 0.28 -1.21 -0.093
C -4.295020 2.689215 2.170870 0.98 -0.14 -0.64 -0.085
C -3.736004 2.950104 0.927937 0.09 -0.47 0.87 -0.142
C -0.335500 5.177527 -0.600383 -0.93 0.50 -0.31 -0.155
C -0.781674 6.450885 -0.948979 0.13 -1.07 0.24 -0.103
C -2.168932 6.337952 -1.273698 0.04 -1.00 0.18 -0.091
C -2.525197 5.004609 -1.115506 0.80 0.64 -0.06 -0.158
C -1.081040 -1.815968 -1.501947 -0.68 -0.40 -0.39 -0.157
C -2.091131 -2.766779 -1.398058 0.50 1.15 -0.61 -0.079
C -3.058647 -2.443375 -2.411896 0.67 0.59 0.06 -0.083
C -2.600611 -1.317423 -3.078957 -0.01 -0.31 0.24 -0.172
C -0.837324 -0.494611 -5.543933 0.80 0.50 -0.47 -0.131
C -0.219686 -0.342441 -6.779253 0.07 0.21 1.19 -0.090
C 1.027514 0.338416 -6.559390 -0.40 0.00 1.01 -0.102
C 1.133414 0.581926 -5.195877 -0.98 -0.62 -0.71 -0.159
H -3.176740 2.684204 -1.848758 0.32 -0.41 0.18 0.058
H -2.858056 1.015715 -1.293659 0.19 0.26 -0.20 0.084
H -2.394241 1.299791 -3.768781 0.37 0.17 0.15 0.071
H -1.201934 2.586613 -3.414309 -0.28 -0.15 0.07 0.081
H -1.140057 1.582914 2.410645 -0.32 0.10 0.00 0.087
H -3.395659 1.722949 3.992806 0.09 -0.01 0.05 0.086
H -5.311325 2.920656 2.465511 0.20 -0.05 -0.07 0.092
H -4.188448 3.395173 0.052313 0.12 -0.19 0.37 0.081
H 0.642582 4.817166 -0.303553 -0.20 0.13 -0.03 0.091
H -0.186072 7.354996 -0.973583 -0.06 -0.21 0.03 0.089
H -2.838592 7.132910 -1.593275 0.22 -0.26 0.12 0.095
H -3.478355 4.535314 -1.294127 0.18 0.19 0.00 0.076
H -0.190735 -1.646979 -0.909413 -0.40 -0.13 -0.32 0.045
H -2.129716 -3.580265 -0.692504 -0.01 0.04 0.01 0.089
H -3.980265 -2.980495 -2.617329 0.24 0.23 0.02 0.096
H -3.067647 -0.748431 -3.879738 0.12 -0.29 0.38 0.095
H -1.771845 -0.975604 -5.299959 0.31 0.09 -0.09 0.076
H -0.615293 -0.681044 -7.729697 0.09 0.01 0.23 0.092
H 1.749398 0.609471 -7.316235 -0.03 -0.02 0.14 0.088
H 1.904112 1.063176 -4.607075 -0.09 -0.09 -0.15 0.090
O 5.579063 -4.166130 3.554491 0.56 2.01 -0.35 0.093
N 5.817803 -3.031858 3.176829 -1.36 -0.44 -1.26 -0.477
O 6.866977 -2.380761 3.386979 -1.09 -0.23 -0.36 -0.077
O 4.873376 -2.413411 2.371490 1.83 -1.20 1.35 -0.341
```
Positions in Å, forces in eV/Å.

Its HOMO-LUMO gap is 7.3 eV. The spin multiplicity is 1.

***

The following is a DFT calculation (the ωB97M-V functional and the def2-TZVPD basis) of a cluster of 3 separate species, C4H13N2O2 in total.

```
21
Properties=species:S:1:pos:R:3:forces:R:3:nbo_charge:R:1
O -2.870033 0.758402 -0.073951 -0.76 -0.72 0.47 -0.464
C -3.175943 -0.308025 -0.484960 -0.42 1.59 -0.28 0.325
C 0.214714 1.282629 0.049526 -1.11 -0.90 0.24 -0.218
C -0.257565 0.334998 1.205820 0.68 0.73 0.68 -0.417
C -0.517400 -1.133959 0.922690 0.07 0.01 -0.77 -0.217
N 0.524998 -1.728607 0.079089 -0.07 -0.05 0.01 -0.855
N -0.324139 0.805787 -1.242807 0.05 -0.07 -0.31 -0.867
H -3.502346 -0.303219 -1.562832 -0.08 -0.77 -0.09 0.138
H -0.195737 2.254958 0.332447 0.14 0.26 -0.13 0.165
H 0.469953 0.448605 2.020767 0.00 -0.12 -0.15 0.209
H -1.186922 0.747610 1.601619 -0.01 -0.01 0.05 0.203
H -0.616414 -1.741647 1.821989 0.13 0.32 0.26 0.194
H -1.521539 -1.142141 0.468150 0.37 -0.63 -0.07 0.154
H 0.320909 -1.507110 -0.887137 0.22 0.13 -0.05 0.374
H 3.730864 -0.545808 -0.498623 -0.27 0.37 0.20 0.474
H 0.572933 -2.734441 0.172328 -0.17 0.01 0.06 0.351
H -1.336677 0.690509 -1.237795 0.96 0.45 0.17 0.350
H -0.127047 1.447801 -1.998477 0.22 0.06 0.03 0.358
H 4.700670 0.608631 -0.450616 0.37 0.23 -0.04 0.462
H 1.301706 1.376471 0.004807 -0.15 -0.33 -0.15 0.216
O 3.795009 0.388555 -0.242035 -0.17 -0.56 -0.13 -0.936
```
Positions in Å, forces in eV/Å.

Its HOMO-LUMO gap (spin up / spin down) is 9.1 / 8.1 eV. The calculation puts the relative energy (zero: lowest compared OMol25 entry of this formula, charge and spin) at 18.0 kcal/mol. Its expectation value of S² is 0.753. The spin multiplicity is 2.

***

The following is a DFT calculation (the ωB97M-V functional and the def2-TZVPD basis) of an isolated molecule of C2H5ClN2.

```
10
Properties=species:S:1:pos:R:3:forces:R:3:nbo_charge:R:1
C -0.437282 -0.912475 -0.270862 0.08 0.55 2.41 0.264
C 0.476796 1.165470 0.457914 1.79 2.53 2.03 -0.440
N 0.005377 -0.829195 -1.442990 1.23 0.13 -1.02 -0.482
N -0.049673 -0.108867 0.838153 0.93 -0.65 -3.73 -0.585
Cl -0.194107 -2.241110 -2.479281 -0.49 0.82 0.82 0.075
H -1.162052 -1.572556 0.094508 -0.92 -1.80 0.03 0.158
H 1.242906 1.621012 1.211985 -1.37 -1.13 -0.74 0.195
H 1.115801 1.088094 -0.424443 -0.78 -0.04 -0.22 0.241
H -0.322910 1.940809 0.428394 0.56 -0.46 -0.67 0.191
H -0.674855 -0.151181 1.586622 -1.03 0.06 1.09 0.383
```
Positions in Å, forces in eV/Å.

Its HOMO-LUMO gap is 9.9 eV. As for the SMILES: CN/C=N/Cl. The calculation puts the relative energy (zero: lowest compared OMol25 entry of this formula, charge and spin) at 38.5 kcal/mol. The spin multiplicity is 1.

***

The following is a DFT calculation (the ωB97M-V functional and the def2-TZVPD basis) of an isolated molecule of C4H8O.

```
13
Properties=species:S:1:pos:R:3:forces:R:3:nbo_charge:R:1
C -1.165482 -0.658984 0.965684 -0.08 -0.01 0.11 -0.630
C 0.196264 -0.614843 0.299743 -0.18 -0.26 -0.02 0.108
C 0.196383 0.054839 -1.083365 -0.06 0.00 -0.12 -0.455
C 1.061670 1.127729 -0.404868 0.06 0.26 -0.24 -0.056
O 1.042785 0.419530 0.843242 0.01 0.03 0.16 -0.534
H -1.063302 -0.797582 2.045084 0.01 -0.05 -0.09 0.221
H -1.717194 0.274496 0.795495 0.18 -0.11 0.04 0.204
H -1.771822 -1.480097 0.562625 0.16 0.09 0.05 0.211
H 0.693679 -1.592744 0.365283 -0.07 0.18 -0.03 0.172
H 0.653898 -0.476836 -1.921927 -0.04 0.02 0.26 0.213
H -0.810829 0.373895 -1.353218 0.15 0.09 -0.20 0.204
H 0.602703 2.121007 -0.319173 0.06 -0.15 0.01 0.169
H 2.081244 1.249588 -0.794606 -0.19 -0.11 0.07 0.172
```
Positions in Å, forces in eV/Å.

Its HOMO-LUMO gap is 10.7 eV. As for the SMILES: C[C@H]1CCO1. The calculation puts the relative energy (zero: lowest compared OMol25 entry of this formula, charge and spin) at 25.0 kcal/mol. The spin multiplicity is 1.

***

The following is a DFT calculation (the ωB97M-V functional and the def2-TZVPD basis) of an isolated molecule of C6H6S.

```
13
Properties=species:S:1:pos:R:3:forces:R:3:nbo_charge:R:1
C -1.145718 -0.731040 -0.566439 0.59 0.90 -0.44 -0.664
C -0.076949 -0.111446 0.226418 0.83 0.85 1.51 0.067
C 0.837940 0.833662 -0.125678 -1.04 -1.14 -1.15 -0.283
C 1.072759 1.327778 -1.477793 -1.15 0.63 -0.51 -0.259
C -0.047557 -0.588043 1.591275 0.26 0.37 -1.01 -0.056
C -0.032072 -1.083988 2.676103 -0.25 -0.04 0.56 -0.179
H -1.162566 -0.233687 -1.509423 -0.50 0.07 -0.63 0.250
H -0.842073 -1.737136 -0.711899 -0.25 -1.28 -0.09 0.235
H -2.068675 -0.618742 -0.029258 -0.54 -0.30 0.12 0.236
H 1.497112 1.162975 0.639786 0.60 0.25 0.38 0.223
H 1.980029 1.920182 -1.531954 0.21 -0.07 -0.19 0.199
H -0.123751 -1.458497 3.658752 0.13 -0.18 0.28 0.236
S 0.111522 1.317981 -2.839892 1.11 -0.06 1.18 -0.005
```
Positions in Å, forces in eV/Å.

Its HOMO-LUMO gap is 7.5 eV. As for the SMILES: C#C/C(C)=C/C=S. The calculation puts the relative energy (zero: lowest compared OMol25 entry of this formula, charge and spin) at 73.4 kcal/mol. The spin multiplicity is 1.

***

The following is a DFT calculation (the ωB97M-V functional and the def2-TZVPD basis) of the ion C2H2NO3S with charge -1.

```
9
Properties=species:S:1:pos:R:3:forces:R:3:nbo_charge:R:1
C 1.556327 -0.288892 -0.274911 -2.91 1.71 -0.53 -0.216
C 1.679301 -1.869094 -0.003938 2.69 1.38 -1.16 0.754
N 0.152009 0.065406 -0.641884 3.83 -1.09 0.36 -0.831
O 0.610134 -2.371791 0.235847 -2.32 -0.99 0.64 -0.727
O 2.814318 -2.333749 -0.112396 0.43 -0.11 0.16 -0.729
O 2.078354 2.298904 0.230718 -0.79 0.34 -0.47 -0.995
S 2.635691 0.929747 0.056850 0.43 -2.12 0.32 0.982
H -0.317226 -0.770551 -0.340512 -0.68 -0.43 0.17 0.400
H -0.076905 0.847895 -0.089274 -0.69 1.31 0.52 0.363
```
Positions in Å, forces in eV/Å.

Its HOMO-LUMO gap is 8.4 eV. As for the total charge: -1. The calculation puts the relative energy (zero: lowest compared OMol25 entry of this formula, charge and spin) at 10.8 kcal/mol. The spin multiplicity is 1.

***

The following is a DFT calculation (the ωB97M-V functional and the def2-TZVPD basis) of an isolated molecule of C4H9NOS.

```
16
Properties=species:S:1:pos:R:3:forces:R:3:nbo_charge:R:1
C -0.213996 -0.575155 -0.994876 -0.24 0.55 0.14 -0.521
C -1.517687 -0.556198 -0.201037 -0.58 -0.23 0.02 -0.491
S -1.939308 -2.265596 0.300133 0.14 0.13 0.12 -0.053
C 0.335339 0.833202 -1.049876 -0.11 -0.08 0.81 0.688
N 1.357225 1.123442 -0.184036 0.16 0.57 -0.14 -0.626
C 1.678770 0.530982 1.112314 -0.87 0.06 -0.57 -0.412
O -0.141083 1.692780 -1.762586 0.11 -0.07 -0.43 -0.612
H 0.473839 -1.242660 -0.486441 0.20 -0.19 -0.25 0.218
H -0.416321 -0.864258 -2.025560 0.16 -0.30 0.10 0.245
H -1.480475 0.091819 0.673572 0.29 -0.17 0.12 0.213
H -2.351442 -0.194448 -0.790513 0.09 0.20 -0.29 0.225
H -2.692137 -1.913252 1.345484 -0.11 -0.07 0.05 0.125
H 1.638182 2.087523 -0.289144 -0.07 0.02 0.05 0.395
H 2.373075 1.200644 1.579334 0.72 0.00 0.18 0.215
H 0.822528 0.518935 1.793104 -0.13 -0.25 -0.16 0.189
H 2.073487 -0.467761 0.980126 0.23 -0.15 0.26 0.203
```
Positions in Å, forces in eV/Å.

Its HOMO-LUMO gap is 9.9 eV. As for the SMILES: CNC(=O)CCS. The calculation puts the relative energy (zero: lowest compared OMol25 entry of this formula, charge and spin) at 15.1 kcal/mol. The spin multiplicity is 1.

***

spin multiplicity of number 5 (C4H8O)? 1